No. 1
ORCA calculation (ωB97M-V with the def2-TZVPD basis set) on a structure of composition C12H28IN8O12 in a non-equilibrium geometry.

CARTESIAN COORDINATES (ANGSTROEM)
I -1.235 -1.993 -0.434
C -2.806 -0.554 -0.169
C -3.260 -0.075 -1.573
C -4.511 0.820 -1.485
N -5.767 0.053 -1.391
C -6.968 0.716 -1.500
C -7.953 -0.217 -1.411
N -7.289 -1.412 -1.257
C -5.976 -1.245 -1.237
H -3.672 -1.041 0.291
H -2.442 0.322 0.375
H -2.463 0.517 -2.037
H -3.475 -0.913 -2.251
H -4.568 1.379 -2.432
H -4.429 1.595 -0.713
H -7.102 1.782 -1.631
H -9.023 -0.064 -1.443
H -7.787 -2.289 -1.187
H -5.196 -1.988 -1.131
C 2.501 0.245 1.820
N 1.351 -0.686 1.669
O 1.169 -1.516 2.533
O 0.657 -0.556 0.669
H 3.020 0.010 2.743
H 3.150 0.102 0.964
H 2.105 1.252 1.845
C 3.170 -2.713 -2.480
N 1.725 -3.075 -2.492
O 1.022 -2.631 -1.591
O 1.339 -3.781 -3.389
H 3.363 -2.080 -1.621
H 3.735 -3.639 -2.416
H 3.382 -2.187 -3.406
C 0.519 -4.978 1.086
N 1.374 -6.133 0.702
O 0.820 -7.169 0.405
O 2.575 -5.950 0.714
H -0.521 -5.281 1.030
H 0.784 -4.693 2.101
H 0.726 -4.174 0.386
C 0.880 4.148 4.403
N 1.610 3.967 3.118
O 2.569 3.224 3.115
O 1.191 4.578 2.155
H 1.364 3.546 5.163
H 0.922 5.203 4.656
H -0.145 3.824 4.244
C 5.811 2.892 0.468
N 6.052 1.568 -0.167
O 5.202 0.711 -0.019
O 7.080 1.436 -0.791
H 4.859 2.861 0.986
H 6.627 3.073 1.163
H 5.798 3.635 -0.324
C 0.517 2.800 -0.873
N 1.984 2.797 -1.112
O 2.418 3.542 -1.962
O 2.644 2.039 -0.431
H 0.059 3.517 -1.546
H 0.155 1.793 -1.067
H 0.358 3.083 0.164

Computed properties:
Max |F| = 2.78 eV/Å
Kohn-Sham gap = 0.285 Eh
Charge = +1
LUMO level = -2.86 eV

=====

No. 2
ORCA calculation (ωB97M-V with the def2-TZVPD basis set) on a structure of composition C5H7NaO4 in a non-equilibrium geometry.

CARTESIAN COORDINATES (ANGSTROEM)
O -2.337 0.791 1.051
C -2.229 0.260 -0.043
C -3.248 -0.638 -0.631
H -1.319 0.444 -0.649
H -3.589 -0.194 -1.579
H -2.764 -1.591 -0.897
H -4.092 -0.801 0.047
O 1.321 2.188 1.530
Na -1.027 2.375 2.531
H 2.101 -1.818 0.378
O 1.778 0.059 1.084
O 1.925 0.668 -1.501
C 2.530 -0.816 0.246
C 2.422 -0.397 -1.197
C 1.980 1.340 1.002
H 3.586 -0.837 0.553
H 2.962 -1.034 -1.925

Computed properties:
Max |F| = 1.51 eV/Å
Kohn-Sham gap (alpha / beta) = 0.322 / 0.356 Eh
Charge = +1
LUMO level (alpha / beta) = -3.68 / -4.22 eV
Spin multiplicity = 2

=====

No. 3
ORCA calculation (ωB97M-V with the def2-TZVPD basis set) on an isolated molecule of C3H2N4O in a non-equilibrium geometry.

CARTESIAN COORDINATES (ANGSTROEM)
C 1.118 -0.576 0.005
C 0.201 1.320 -0.438
C -1.248 -0.378 0.479
H 0.341 2.418 -0.834
H -1.935 -0.698 1.275
N 1.232 0.664 -0.655
N -0.685 0.869 0.723
N -1.073 -1.279 -0.591
N 0.218 -1.371 -0.808
O 1.831 -0.968 0.845

Computed properties:
Max |F| = 5.51 eV/Å
Kohn-Sham gap = 0.317 Eh
Structure (SMILES) = O=c1ncncnn1
LUMO level = -1.58 eV

=====

No. 4
ORCA calculation (ωB97M-V with the def2-TZVPD basis set) on a structure of composition C3H4S2 in a non-equilibrium geometry.

CARTESIAN COORDINATES (ANGSTROEM)
C -0.708 0.244 -0.113
C -1.704 1.085 -0.045
C 1.570 -1.049 -0.088
S -0.192 -1.388 0.045
S 1.552 0.844 -0.021
H -1.725 2.193 0.310
H -2.777 0.958 -0.191
H 1.861 -1.321 0.912
H 2.122 -1.567 -0.809

Computed properties:
Max |F| = 3.74 eV/Å
Kohn-Sham gap = 0.284 Eh
LUMO level = -0.82 eV